{"formula": "C8H18N5O2W", "method": "ωB97M-V/def2-TZVPD", "multiplicity": 3, "relative_energy_kcal_mol": 15.61, "orbital_gap_ev": [7.28, 8.27], "s2": 2.0113, "charge": 3, "molar_mass_g_mol": 400.11, "fmax_ev_per_a": 1.43, "e_homo_ev": [-20.10, -20.76], "species": ["W", "N", "C", "C", "C", "O", "O", "H", "H", "H", "H", "H", "H", "N", "C", "C", "N", "H", "H", "H", "H", "H", "H", "H", "H", "N", "C", "C", "C", "N", "H", "H", "H", "H"], "coordinates": [[-0.024, -0.029, -0.220], [0.035, -0.130, 2.038], [-1.048, -0.972, 2.727], [-1.337, -2.302, 2.036], [-2.164, -2.091, 0.802], [-3.203, -2.520, 0.499], [-1.492, -1.152, -0.071], [0.937, -0.488, 2.358], [-0.022, 0.795, 2.467], [-1.943, -0.355, 2.779], [-0.719, -1.152, 3.747], [-1.887, -2.959, 2.705], [-0.409, -2.810, 1.761], [-0.274, 0.103, -2.423], [-1.543, 0.891, -2.692], [-1.569, 2.070, -1.753], [-1.558, 1.541, -0.334], [0.500, 0.562, -2.906], [-0.358, -0.809, -2.880], [-2.385, 0.224, -2.516], [-1.580, 1.214, -3.730], [-2.446, 2.692, -1.922], [-0.686, 2.694, -1.879], [-2.474, 1.129, -0.143], [-1.475, 2.328, 0.311], [3.070, 1.380, -0.024], [4.121, 0.554, 0.063], [3.667, -0.761, -0.073], [2.311, -0.608, -0.238], [1.940, 0.700, -0.222], [3.076, 2.394, 0.019], [5.126, 0.928, 0.211], [4.258, -1.664, -0.055], [1.557, -1.396, -0.443]], "forces_ev_per_angstrom": [[-1.120, 0.891, 0.051], [-0.207, -0.261, -0.231], [0.098, 0.064, 0.075], [0.214, 0.396, -0.133], [-0.182, -0.550, 0.156], [-0.102, 0.021, -0.190], [0.460, 0.402, 0.078], [0.029, -0.045, 0.002], [0.050, 0.060, -0.011], [-0.040, 0.014, -0.007], [0.049, 0.021, 0.045], [-0.082, -0.003, 0.056], [0.020, -0.103, 0.034], [-0.166, 0.106, 0.174], [0.095, -0.053, -0.002], [-0.019, -0.028, 0.077], [0.208, -0.226, -0.270], [0.041, 0.031, 0.019], [-0.004, -0.051, 0.022], [-0.057, -0.059, -0.004], [0.059, -0.003, -0.055], [-0.075, -0.002, 0.049], [0.045, 0.079, 0.002], [-0.020, -0.055, 0.030], [0.100, 0.016, 0.027], [0.264, 0.010, 0.085], [0.059, 0.042, -0.042], [0.047, 0.078, 0.066], [0.393, -0.020, -0.151], [-0.323, -0.379, 0.054], [-0.011, 0.007, 0.018], [-0.053, 0.030, -0.012], [-0.013, 0.019, -0.013], [0.245, -0.448, 0.000]]}

{"formula": "C39H51B3ClF4N14S3Y", "method": "ωB97M-V/def2-TZVPD", "multiplicity": 2, "relative_energy_kcal_mol": 32.92, "orbital_gap_ev": [6.75, 4.88], "s2": 0.7548, "charge": 1, "molar_mass_g_mol": 1044.92, "fmax_ev_per_a": 2.77, "e_homo_ev": [-10.13, -10.12], "species": ["Y", "C", "C", "C", "C", "N", "N", "B", "N", "N", "C", "C", "C", "C", "C", "S", "C", "C", "C", "C", "N", "N", "C", "C", "C", "C", "C", "S", "C", "C", "C", "C", "C", "S", "C", "C", "C", "C", "H", "H", "H", "H", "H", "H", "H", "H", "H", "H", "H", "H", "H", "H", "H", "H", "H", "H", "H", "H", "H", "H", "H", "H", "H", "H", "H", "H", "H", "H", "H", "H", "H", "H", "H", "H", "H", "H", "H", "C", "C", "N", "N", "C", "B", "N", "C", "C", "C", "N", "N", "C", "C", "C", "N", "N", "C", "C", "C", "N", "H", "H", "H", "H", "H", "H", "H", "H", "H", "H", "H", "H", "F", "B", "F", "F", "F", "Cl"], "coordinates": [[-3.789, 0.333, 0.828], [-1.540, -4.799, 2.251], [-0.555, -4.317, 1.242], [0.310, -5.137, 0.583], [1.213, -4.610, -0.384], [1.236, -3.339, -0.648], [0.394, -2.525, 0.001], [0.354, -1.091, -0.467], [1.052, -0.897, -1.838], [2.289, -0.655, -2.199], [2.487, -0.374, -3.469], [1.414, -0.407, -4.398], [0.116, -0.609, -3.993], [-1.082, -0.602, -4.883], [-0.024, -0.801, -2.612], [-1.337, -0.873, -1.477], [3.896, -0.004, -3.898], [4.440, -1.110, -4.816], [3.835, 1.332, -4.653], [4.816, 0.140, -2.683], [0.817, -0.042, 0.536], [1.644, -0.524, 1.461], [2.299, 0.292, 2.238], [2.098, 1.692, 2.141], [1.228, 2.195, 1.220], [0.950, 3.653, 1.050], [0.592, 1.266, 0.350], [-0.446, 1.787, -0.881], [3.308, -0.359, 3.172], [3.846, 0.635, 4.201], [2.647, -1.544, 3.891], [4.461, -0.866, 2.288], [-0.520, -2.925, 0.917], [-1.546, -1.791, 1.642], [2.199, -5.506, -1.114], [3.201, -6.043, -0.079], [2.950, -4.728, -2.197], [1.447, -6.677, -1.758], [-1.463, -5.875, 2.392], [-2.552, -4.543, 1.933], [-1.383, -4.292, 3.204], [0.302, -6.199, 0.793], [1.611, -0.248, -5.451], [-0.807, -0.491, -5.929], [-1.743, 0.222, -4.604], [-1.648, -1.526, -4.755], [3.827, -1.226, -5.711], [4.465, -2.062, -4.284], [5.455, -0.863, -5.128], [3.270, 1.249, -5.582], [4.845, 1.654, -4.908], [3.374, 2.107, -4.038], [4.885, -0.799, -2.135], [4.449, 0.906, -1.998], [5.813, 0.424, -3.020], [2.628, 2.368, 2.798], [1.471, 4.239, 1.804], [-0.124, 3.861, 1.118], [1.275, 3.985, 0.060], [3.038, 1.101, 4.768], [4.445, 1.416, 3.728], [4.489, 0.109, 4.906], [1.844, -1.198, 4.547], [3.386, -2.068, 4.497], [2.223, -2.240, 3.169], [4.917, -0.042, 1.733], [4.092, -1.600, 1.570], [5.230, -1.328, 2.908], [3.706, -5.220, 0.432], [3.954, -6.655, -0.578], [2.703, -6.659, 0.672], [3.475, -3.874, -1.769], [2.258, -4.357, -2.955], [3.675, -5.386, -2.679], [0.953, -7.303, -1.014], [2.151, -7.305, -2.305], [0.692, -6.319, -2.461], [-2.973, 3.362, -2.372], [-3.154, 2.053, -1.937], [-3.317, 2.019, -0.613], [-3.249, 3.297, -0.181], [-3.042, 4.120, -1.218], [-3.498, 3.672, 1.306], [-4.935, 3.192, 1.660], [-6.103, 3.819, 1.878], [-7.057, 2.885, 2.222], [-6.388, 1.664, 2.178], [-5.117, 1.854, 1.825], [-2.510, 2.872, 2.210], [-1.814, 3.361, 3.247], [-1.056, 2.343, 3.786], [-1.359, 1.231, 3.005], [-2.238, 1.553, 2.053], [-3.191, 5.143, 1.498], [-3.885, 6.214, 1.966], [-3.054, 7.302, 1.947], [-1.841, 6.804, 1.436], [-1.924, 5.514, 1.175], [-2.825, 3.713, -3.378], [-3.174, 1.143, -2.512], [-2.957, 5.184, -1.081], [-6.223, 4.880, 1.763], [-8.088, 3.064, 2.467], [-6.757, 0.675, 2.395], [-1.892, 4.390, 3.552], [-0.395, 2.394, 4.634], [-0.992, 0.222, 3.099], [-4.900, 6.148, 2.307], [-3.289, 8.308, 2.250], [-0.916, 7.332, 1.265], [-4.188, -1.399, -0.575], [-5.610, -0.973, -0.835], [-6.214, -1.790, -1.703], [-5.441, 0.366, -1.258], [-6.139, -0.885, 0.454], [-4.177, -1.180, 2.791]], "forces_ev_per_angstrom": [[-0.421, -2.674, 0.608], [-0.035, -0.042, -0.004], [0.129, -0.361, -0.020], [-0.169, 0.205, 0.163], [0.004, 0.097, 0.025], [0.355, -0.078, -0.405], [-0.246, -0.220, 0.309], [0.044, -0.685, 0.287], [-0.476, 0.264, -0.523], [0.273, -0.030, 0.251], [-0.060, -0.087, -0.035], [-0.143, -0.084, 0.063], [0.000, -0.029, -0.032], [-0.040, 0.036, 0.054], [0.615, 0.077, -0.400], [0.038, 0.200, 0.194], [0.095, 0.023, 0.015], [-0.113, 0.030, 0.059], [-0.023, -0.049, 0.018], [-0.138, -0.051, -0.040], [0.210, 0.493, -0.027], [0.120, -0.363, 0.003], [-0.080, 0.220, 0.031], [-0.074, -0.140, -0.117], [0.091, 0.207, -0.108], [-0.051, -0.066, -0.029], [0.312, -0.490, 0.465], [0.041, 0.312, -0.370], [0.044, -0.144, -0.007], [-0.048, -0.001, -0.090], [-0.029, 0.119, -0.075], [-0.082, 0.039, 0.046], [0.207, 0.861, -0.062], [0.326, -0.684, -0.251], [0.060, -0.014, 0.016], [-0.061, 0.060, -0.055], [-0.096, -0.012, 0.107], [0.009, 0.059, 0.005], [0.019, 0.003, -0.006], [0.001, 0.010, 0.035], [-0.019, -0.008, -0.001], [0.017, -0.003, -0.011], [0.060, 0.054, 0.025], [0.008, -0.004, -0.002], [-0.007, 0.000, -0.048], [-0.006, 0.007, -0.050], [0.029, -0.031, -0.015], [0.019, -0.028, -0.044], [-0.008, 0.007, -0.019], [0.019, 0.036, -0.012], [-0.003, -0.005, -0.014], [0.028, 0.013, -0.012], [0.036, 0.016, 0.039], [0.028, -0.004, 0.002], [-0.012, 0.001, -0.015], [-0.030, -0.013, 0.019], [0.003, 0.005, 0.014], [0.108, 0.021, -0.003], [0.000, 0.020, 0.026], [0.026, -0.001, 0.039], [-0.007, 0.020, 0.046], [0.013, 0.005, 0.006], [-0.005, -0.032, 0.012], [0.009, 0.018, 0.006], [-0.001, -0.046, 0.029], [0.023, -0.021, 0.009], [0.033, -0.014, 0.015], [-0.001, -0.007, -0.007], [0.029, -0.018, -0.010], [-0.004, -0.023, 0.031], [0.032, -0.011, 0.014], [0.042, 0.015, -0.033], [0.024, 0.022, -0.023], [-0.012, -0.005, 0.006], [-0.002, -0.023, -0.030], [-0.011, -0.019, 0.005], [0.001, -0.016, -0.007], [0.021, -0.117, -0.071], [-0.263, 0.239, -0.042], [-0.041, 1.183, -0.918], [0.235, 0.191, -0.191], [0.009, 0.047, -0.051], [-0.014, -0.366, 0.134], [-0.070, 0.321, 0.031], [-0.141, -0.056, 0.026], [-0.006, -0.008, -0.006], [-0.040, 0.210, 0.025], [-0.587, 0.774, 0.375], [0.101, 0.288, -0.043], [0.032, -0.082, 0.192], [-0.032, -0.014, -0.007], [-0.064, 0.115, 0.100], [0.565, 0.354, 0.350], [-0.185, 0.148, -0.006], [0.046, -0.045, 0.081], [0.012, 0.058, -0.050], [-0.074, 0.007, 0.094], [0.051, -0.003, -0.082], [-0.008, 0.002, 0.012], [-0.123, -0.036, 0.008], [-0.009, -0.040, 0.045], [0.070, -0.001, -0.019], [0.011, 0.000, 0.001], [0.091, -0.058, -0.091], [-0.049, 0.038, -0.096], [-0.015, 0.009, 0.000], [-0.078, -0.040, -0.039], [0.017, -0.029, 0.026], [0.004, -0.017, 0.005], [0.006, -0.009, -0.028], [-0.135, -0.105, -0.468], [0.060, -0.057, 0.238], [-0.023, -0.040, -0.064], [0.153, 0.014, -0.118], [-0.107, -0.033, -0.105], [-0.486, 0.220, 0.670]]}

{"formula": "C26H65N6O7", "method": "ωB97M-V/def2-TZVPD", "multiplicity": 1, "orbital_gap_ev": 4.83, "charge": -1, "molar_mass_g_mol": 573.84, "fmax_ev_per_a": 0.61, "e_homo_ev": -2.59, "species": ["C", "C", "N", "C", "C", "O", "C", "C", "O", "H", "H", "H", "H", "H", "H", "H", "H", "H", "H", "C", "C", "C", "O", "C", "N", "H", "H", "H", "H", "H", "H", "H", "H", "H", "H", "H", "C", "C", "C", "O", "C", "N", "H", "H", "H", "H", "H", "H", "H", "H", "H", "H", "H", "C", "C", "C", "O", "C", "N", "H", "H", "H", "H", "H", "H", "H", "H", "H", "H", "H", "C", "C", "C", "O", "C", "N", "H", "H", "H", "H", "H", "H", "H", "H", "H", "H", "H", "C", "C", "C", "O", "C", "N", "H", "H", "H", "H", "H", "H", "H", "H", "H", "H", "H"], "coordinates": [[2.998, 0.565, -0.547], [2.105, -0.257, -1.470], [0.945, 0.562, -1.984], [-0.068, 0.657, -0.986], [-0.009, 1.948, -0.204], [-0.870, -0.215, -0.728], [0.529, 0.428, -3.285], [1.642, 0.391, -4.312], [-0.650, 0.418, -3.631], [4.050, 0.251, -0.592], [2.997, 1.614, -0.867], [2.740, 0.562, 0.533], [1.620, -1.073, -0.918], [-0.732, 1.924, 0.611], [0.999, 2.098, 0.186], [-0.219, 2.783, -0.877], [2.515, 0.962, -4.004], [1.964, -0.635, -4.477], [1.244, 0.796, -5.245], [-4.254, 3.608, 3.893], [-2.850, 4.096, 4.228], [-1.743, 3.386, 3.449], [-1.468, 2.061, 3.853], [-2.241, 1.065, 3.204], [-2.658, 4.034, 5.681], [-4.463, 2.653, 4.379], [-4.993, 4.326, 4.248], [-4.383, 3.476, 2.817], [-2.776, 5.147, 3.932], [-0.814, 3.943, 3.604], [-1.963, 3.405, 2.373], [-2.439, 1.343, 2.164], [-3.195, 0.883, 3.709], [-1.656, 0.146, 3.207], [-1.775, 4.473, 5.923], [-2.548, 3.057, 5.940], [-1.446, -4.787, 5.650], [-1.067, -3.329, 5.886], [-1.683, -2.354, 4.879], [-1.092, -2.359, 3.601], [-1.542, -3.348, 2.697], [0.390, -3.221, 5.965], [-0.880, -5.206, 4.817], [-1.213, -5.380, 6.535], [-2.509, -4.892, 5.428], [-1.464, -3.033, 6.864], [-1.532, -1.338, 5.256], [-2.767, -2.523, 4.798], [-2.612, -3.544, 2.832], [-0.998, -4.291, 2.808], [-1.374, -2.962, 1.693], [0.650, -2.285, 6.257], [0.770, -3.325, 5.029], [-1.536, 10.049, 1.633], [-1.545, 9.364, 2.995], [-1.031, 7.921, 2.972], [-1.927, 6.986, 2.408], [-1.901, 6.868, 0.999], [-2.881, 9.484, 3.581], [-2.370, 9.707, 1.019], [-1.644, 11.126, 1.759], [-0.609, 9.851, 1.092], [-0.859, 9.911, 3.651], [-0.885, 7.595, 4.005], [-0.060, 7.866, 2.461], [-0.887, 7.012, 0.611], [-2.567, 7.583, 0.510], [-2.228, 5.859, 0.752], [-2.868, 9.159, 4.542], [-3.505, 8.850, 3.090], [4.898, -3.001, -5.636], [4.703, -2.840, -4.129], [5.191, -4.041, -3.311], [4.362, -5.192, -3.372], [4.544, -6.013, -4.501], [3.322, -2.480, -3.866], [4.126, -3.647, -6.059], [4.802, -2.030, -6.121], [5.877, -3.421, -5.880], [5.321, -1.996, -3.801], [5.203, -3.755, -2.257], [6.216, -4.317, -3.604], [5.600, -6.050, -4.798], [3.958, -5.681, -5.362], [4.221, -7.019, -4.227], [3.158, -2.133, -2.917], [2.748, -3.309, -3.984], [-1.268, -5.676, -3.468], [-0.422, -6.128, -4.652], [0.760, -5.204, -4.965], [0.413, -3.990, -5.593], [-0.003, -2.947, -4.716], [-1.293, -6.343, -5.812], [-1.917, -4.845, -3.745], [-1.904, -6.495, -3.132], [-0.643, -5.350, -2.635], [0.020, -7.099, -4.400], [1.415, -5.724, -5.672], [1.337, -5.016, -4.048], [0.543, -2.973, -3.769], [-1.075, -2.992, -4.512], [0.206, -2.000, -5.206], [-0.756, -6.760, -6.566], [-1.576, -5.430, -6.159]], "forces_ev_per_angstrom": [[0.166, 0.080, 0.124], [-0.150, 0.256, -0.059], [-0.368, -0.472, -0.096], [0.018, -0.178, 0.046], [-0.023, -0.020, 0.089], [0.021, 0.136, -0.034], [0.189, 0.084, -0.036], [-0.209, -0.051, -0.201], [0.235, 0.220, 0.090], [-0.066, -0.069, -0.011], [0.022, -0.024, -0.024], [-0.045, 0.051, -0.063], [0.179, -0.020, 0.015], [0.046, 0.035, -0.014], [-0.012, -0.018, 0.024], [-0.029, -0.033, -0.012], [0.019, -0.070, 0.169], [0.122, 0.018, 0.011], [-0.063, -0.031, 0.050], [0.013, -0.037, 0.016], [-0.080, 0.049, 0.036], [0.179, 0.052, -0.125], [-0.171, 0.011, 0.111], [0.106, -0.098, -0.068], [0.058, -0.019, -0.005], [0.014, -0.007, -0.029], [-0.008, -0.020, 0.028], [-0.005, 0.010, 0.000], [-0.021, -0.012, -0.019], [0.010, -0.021, 0.002], [-0.006, 0.061, 0.012], [-0.017, -0.051, 0.005], [-0.001, 0.053, 0.006], [-0.026, -0.013, -0.017], [-0.010, 0.017, 0.002], [-0.015, 0.005, 0.001], [0.026, -0.001, -0.016], [0.030, -0.028, 0.027], [-0.071, 0.089, -0.009], [0.130, -0.021, 0.036], [-0.073, 0.040, -0.054], [0.018, 0.029, 0.001], [-0.023, 0.008, -0.006], [0.021, -0.011, -0.012], [-0.002, 0.000, 0.009], [-0.032, -0.011, -0.019], [-0.018, -0.001, 0.002], [0.008, -0.021, 0.012], [0.002, 0.007, -0.022], [-0.001, 0.007, 0.028], [-0.003, -0.006, -0.005], [-0.005, 0.000, 0.010], [-0.005, -0.013, 0.005], [-0.018, -0.013, -0.002], [-0.002, 0.050, 0.047], [0.013, -0.041, -0.014], [-0.082, 0.030, 0.001], [0.087, -0.060, -0.001], [0.002, -0.036, 0.020], [0.016, -0.008, -0.006], [-0.024, -0.001, -0.005], [0.004, 0.008, 0.003], [0.023, -0.008, -0.031], [-0.003, -0.022, -0.008], [-0.003, 0.024, 0.005], [-0.006, -0.021, -0.008], [0.002, 0.011, 0.016], [-0.007, 0.005, -0.011], [0.004, 0.014, 0.006], [-0.001, 0.016, -0.007], [-0.007, -0.004, 0.002], [0.009, 0.122, 0.096], [0.020, -0.009, 0.008], [-0.030, 0.011, -0.016], [0.053, -0.016, 0.010], [-0.043, -0.408, -0.029], [0.008, 0.000, -0.002], [-0.019, -0.005, -0.003], [0.002, 0.003, 0.002], [0.037, -0.038, 0.003], [-0.023, -0.007, 0.001], [-0.002, 0.020, 0.009], [-0.005, -0.023, 0.006], [-0.005, 0.016, 0.003], [-0.008, 0.002, -0.015], [0.006, 0.366, -0.129], [-0.024, 0.036, -0.022], [-0.009, 0.015, -0.016], [-0.011, -0.050, -0.019], [-0.002, 0.021, 0.001], [0.015, -0.053, 0.084], [-0.075, 0.118, -0.073], [0.024, 0.001, -0.006], [0.014, 0.001, 0.011], [-0.021, 0.011, -0.009], [0.000, -0.010, 0.005], [0.008, 0.018, 0.027], [0.009, 0.022, -0.007], [0.007, -0.009, -0.006], [-0.020, 0.001, 0.015], [0.014, -0.020, 0.054], [0.016, -0.008, -0.005], [-0.001, -0.003, -0.001], [-0.013, -0.008, 0.007]]}

{"formula": "C3HN3O", "method": "ωB97M-V/def2-TZVPD", "multiplicity": 1, "relative_energy_kcal_mol": 65.67, "orbital_gap_ev": [8.28, 8.28], "molar_mass_g_mol": 95.06, "fmax_ev_per_a": 1.52, "e_homo_ev": [-9.49, -9.49], "species": ["N", "C", "C", "C", "O", "N", "N", "H"], "coordinates": [[-0.410, -1.701, 1.133], [-0.810, -0.628, 1.471], [0.022, -0.044, 0.283], [-0.409, 0.013, -1.112], [0.229, 0.576, -1.974], [2.188, 0.974, 0.765], [1.188, 0.493, 0.566], [-1.368, -0.502, -1.298]], "forces_ev_per_angstrom": [[-0.233, 0.776, 0.211], [0.154, -0.793, -0.035], [0.016, 0.059, -0.370], [0.194, 0.140, -0.097], [-0.239, -0.195, 0.271], [-1.358, -0.615, -0.280], [1.356, 0.562, 0.312], [0.109, 0.066, -0.012]]}